Molecular formula: C19H16ClNO4S
Method: DFT, the ωB97M-V functional and the def2-TZVPD basis

Geometry as XYZ:
```
42
Properties=species:S:1:pos:R:3
O -0.79240 -0.53337 2.24106
C -1.42124 -0.60529 1.20467
N -2.36745 0.30171 0.84529
C -2.55778 1.51186 1.61638
C -1.54683 2.57503 1.26395
C -0.60831 2.99881 2.19553
C 0.33226 3.96286 1.87568
C 0.35230 4.51726 0.60701
C -0.56742 4.10449 -0.34140
C -1.50344 3.14077 -0.00675
Cl -2.64544 2.64644 -1.21757
C -1.24659 -1.69515 0.22508
C -1.92341 -2.04616 -0.91871
C -1.23248 -3.14382 -1.46873
C -0.18065 -3.39400 -0.62550
C 0.98943 -4.26736 -0.76092
S 2.25294 -3.28994 -1.72298
O 3.55481 -3.79819 -1.38784
O 1.85205 -3.31210 -3.10313
C 2.04837 -1.62788 -1.07842
C 1.26247 -0.73250 -1.77697
C 1.00454 0.50946 -1.22044
C 1.53311 0.83408 0.01924
C 2.32853 -0.07137 0.70351
C 2.58750 -1.31554 0.15353
O -0.19670 -2.52537 0.39986
H -2.71475 0.30368 -0.09974
H -2.44784 1.24435 2.66922
H -3.57164 1.87786 1.43404
H -0.61555 2.55452 3.17867
H 1.05227 4.27790 2.61526
H 1.08362 5.26778 0.34944
H -0.56095 4.52660 -1.33442
H -2.80802 -1.59414 -1.31949
H -1.46955 -3.67616 -2.36624
H 1.44800 -4.50150 0.19433
H 0.79161 -5.16037 -1.34391
H 0.86788 -1.02515 -2.73737
H 0.38663 1.22029 -1.74826
H 1.32066 1.79762 0.45619
H 2.73070 0.18701 1.67020
H 3.19877 -2.04504 0.66066
```

calculated total energy = -53000.3810 eV
SMILES = O=C(NCc1ccccc1Cl)c1ccc(CS(=O)(=O)c2ccccc2)o1
LUMO energy = 0.45 eV